Record 1
The following is a quantum chemistry calculation of a cluster of 18 separate species, C36H108O18S18 in total at a distorted geometry, from the OMol25 dataset.

Geometry (Å):
C: -0.66937 -5.50773 -1.67170
S: -1.74936 -4.57571 -2.83112
O: -1.02123 -4.39027 -4.14646
C: -2.97937 -5.93833 -2.98843
H: -0.00182 -6.23014 -2.19223
H: -1.24885 -5.78166 -0.76589
H: 0.05302 -4.75952 -1.38140
H: -2.59451 -6.64819 -3.74884
H: -3.94122 -5.57793 -3.37681
H: -3.24916 -6.48174 -2.12686
C: 2.46990 0.63294 -4.26387
S: 2.19421 2.34776 -3.94391
O: 3.37360 2.87863 -3.26196
C: 2.21197 3.04801 -5.61739
H: 3.31526 0.44798 -4.95707
H: 1.59878 0.27361 -4.79469
H: 2.65426 0.09133 -3.33324
H: 1.82703 2.26754 -6.37220
H: 3.24384 3.51484 -5.77538
H: 1.51983 3.92326 -5.56090
C: 1.56423 -2.75793 -6.06534
S: 3.12437 -3.05993 -5.19878
O: 3.14645 -2.21211 -3.96477
C: 2.95085 -4.71219 -4.63370
H: 1.60735 -1.70323 -6.31355
H: 0.73383 -3.12561 -5.46682
H: 1.66618 -3.36400 -7.02794
H: 2.90258 -5.32060 -5.47499
H: 2.01218 -4.71910 -4.03095
H: 3.74144 -4.97651 -3.97361
C: 3.08118 1.89019 4.10955
S: 2.51042 0.51607 5.16839
O: 1.09179 0.04587 4.99251
C: 3.48763 -0.67824 4.26996
H: 2.77391 1.65479 3.05318
H: 4.14420 1.94159 4.11165
H: 2.68554 2.89224 4.41281
H: 3.12055 -1.55176 4.79223
H: 4.51240 -0.47090 4.38169
H: 3.21106 -0.63953 3.23678
C: 2.30227 2.40835 -0.39292
S: 1.28354 3.83081 -0.98573
O: 0.57471 4.38825 0.23839
C: 2.59864 5.08102 -1.37785
H: 2.88922 2.78903 0.43899
H: 2.89067 1.90844 -1.15304
H: 1.51867 1.82025 0.04744
H: 2.08650 5.95206 -1.78352
H: 3.25467 4.67859 -2.13318
H: 3.06813 5.32572 -0.44423
C: 5.70680 0.76584 -1.00571
S: 4.97668 -0.50007 0.08088
O: 4.07275 0.08879 1.07522
C: 4.03781 -1.25680 -1.14566
H: 6.76063 0.37852 -1.09224
H: 5.61457 1.68516 -0.41605
H: 5.28257 0.90320 -1.99653
H: 3.36130 -0.51316 -1.49577
H: 3.56836 -2.09428 -0.68949
H: 4.64746 -1.60550 -1.99307
C: -6.41008 0.38667 -2.89960
S: -5.21329 -0.14615 -4.12300
O: -4.10349 0.83919 -3.98154
C: -4.57533 -1.58520 -3.31818
H: -6.69869 1.36646 -3.21169
H: -6.11069 0.39611 -1.82474
H: -7.43527 -0.07013 -3.10330
H: -3.77113 -2.01224 -3.92416
H: -5.26334 -2.34348 -2.93940
H: -3.98991 -1.33917 -2.41479
C: -3.66092 2.14223 -0.71412
S: -2.08358 2.91834 -0.53126
O: -1.10849 1.79142 -0.77997
C: -2.14540 3.92299 -1.91958
H: -3.70304 1.56107 -1.65390
H: -4.49518 2.90298 -0.75213
H: -3.66002 1.48940 0.20306
H: -2.47474 3.41953 -2.80630
H: -1.23912 4.46540 -2.10394
H: -2.84661 4.70386 -1.52146
C: 5.70013 -3.95621 -9.64583
S: 3.94585 -3.57083 -9.52735
O: 3.15046 -4.47228 -8.60021
C: 4.12287 -2.09370 -8.61719
H: 5.84860 -4.97643 -10.03022
H: 6.14600 -3.83906 -8.63614
H: 6.01942 -3.21349 -10.39876
H: 4.64071 -1.37319 -9.22922
H: 4.49679 -2.29622 -7.62611
H: 3.09472 -1.73861 -8.56496
C: -3.66844 -3.03622 0.74488
S: -4.36787 -1.33715 1.09493
O: -5.15953 -0.97105 -0.16305
C: -5.58366 -1.84924 2.29136
H: -4.39080 -3.55833 0.14053
H: -3.48264 -3.60495 1.69528
H: -2.74733 -2.93680 0.13345
H: -4.95788 -2.08112 3.17198
H: -6.25376 -2.61689 1.97954
H: -6.13603 -0.93057 2.51207
C: -2.42220 4.21855 4.18721
S: -1.74353 2.58746 4.49191
O: -2.76513 1.73582 5.22598
C: -2.03009 1.95671 2.80587
H: -1.72989 4.88446 3.69665
H: -2.75800 4.68790 5.10508
H: -3.35598 4.12191 3.55355
H: -1.51709 2.59985 2.02329
H: -3.08786 1.74964 2.66577
H: -1.52550 1.04015 2.87865
C: -1.32537 1.73583 -5.23402
S: -1.09528 0.23257 -6.23180
O: 0.32961 0.34239 -6.67059
C: -1.25353 -0.97090 -4.88581
H: -0.53062 1.78212 -4.50421
H: -2.37140 1.74651 -4.84789
H: -1.23148 2.47071 -5.96625
H: -1.55106 -1.98846 -5.22184
H: -2.09200 -0.58595 -4.34873
H: -0.34678 -0.88999 -4.24608
C: -0.46181 -2.72773 4.00573
S: -1.82992 -1.59339 4.06780
O: -3.06252 -2.33595 3.61581
C: -1.98095 -1.42881 5.86853
H: -0.50148 -3.73145 4.62510
H: 0.44529 -2.20653 4.32754
H: -0.33964 -3.01233 2.98870
H: -1.30058 -0.74962 6.34266
H: -1.86553 -2.36729 6.42120
H: -2.94692 -1.04875 6.15069
C: 3.40336 -4.02961 1.82129
S: 3.25772 -5.23935 3.17451
O: 2.62297 -4.52771 4.31403
C: 2.04254 -6.33738 2.26462
H: 4.34479 -3.48792 1.99081
H: 2.44711 -3.52078 1.80912
H: 3.58802 -4.53790 0.93816
H: 2.67560 -6.77473 1.46606
H: 1.32014 -5.65595 1.86422
H: 1.73453 -7.16877 2.90697
C: 0.92483 4.65696 3.68718
S: 2.50450 4.94833 2.91152
O: 3.57809 5.01995 3.96311
C: 2.23078 6.69295 2.36792
H: 0.80428 3.58407 3.86212
H: 0.06717 4.83976 3.01362
H: 0.80512 5.20318 4.64225
H: 1.78612 7.16209 3.20064
H: 1.47968 6.73006 1.57496
H: 3.15813 7.20563 2.04406
C: 1.25511 1.97562 8.84793
S: 1.44948 3.25983 7.63787
O: 0.12527 3.72878 7.11467
C: 2.02953 4.57336 8.68667
H: 0.47727 2.10616 9.67212
H: 2.21934 1.58700 9.19425
H: 0.84072 1.19770 8.23846
H: 2.07187 5.39476 8.03305
H: 2.99899 4.28620 8.98771
H: 1.46000 4.71369 9.58376
C: -0.27231 -0.68157 1.14782
S: 0.66506 -1.74101 0.15294
O: 0.35258 -3.18034 0.54060
C: -0.09398 -1.28359 -1.37381
H: -1.36455 -1.02701 1.11138
H: -0.14137 0.31892 0.71296
H: 0.23615 -0.77685 2.07270
H: -1.01122 -1.96702 -1.50852
H: 0.48931 -1.51107 -2.26419
H: -0.27744 -0.25066 -1.29409
C: -6.10915 1.90323 6.10331
S: -7.18804 2.48665 4.74700
O: -7.31553 3.90372 5.04719
C: -5.89902 2.27744 3.48794
H: -6.61620 2.09244 7.02455
H: -5.17862 2.50740 6.08108
H: -5.76823 0.88079 6.08250
H: -5.61498 1.23710 3.67295
H: -5.15317 2.95881 3.86883
H: -6.19539 2.43623 2.43387

Properties
Net charge: 0
ΔE to the lowest compared entry with this formula, charge and spin in kJ/mol: 73.29
Total energy in eV: -270956.6175
Orbital gap in hartree: 0.3109
Highest occupied orbital energy in eV: -8.26

***

Record 2
The following is a quantum chemistry calculation of an isolated molecule of C5H8O2 at a distorted geometry, from the OMol25 dataset.

Geometry (Å):
C: 0.87034 -0.63625 -0.07271
C: -0.06511 -0.24835 1.09126
C: -0.24407 1.18968 0.51457
C: -0.23565 -0.26273 -1.03523
C: -1.24435 -0.82140 -0.00184
H: 1.98233 0.58375 -0.86497
H: 0.84850 -1.81656 -0.18580
H: 0.33376 -0.30255 2.24700
H: 0.79328 1.62731 0.60298
H: -0.97776 1.77152 0.96817
H: -0.47072 -0.29980 -2.08910
H: -1.31868 -1.79650 -0.37915
H: -2.14502 -0.09021 0.22527
O: 2.26788 0.03610 -0.15424
O: -0.39474 1.06598 -0.86622

Properties
Net charge: 0
ΔE to the lowest compared entry with this formula, charge and spin in kJ/mol: 469.58
Total energy in eV: -9404.9653
Orbital gap in hartree: 0.3793
SMILES string: O[C@H]1[C@H]2CO[C@@H]1C2
Highest occupied orbital energy in eV: -9.39

***

Record 3
The following is a quantum chemistry calculation of a cluster of 2 separate species, C12H27FN2O7S3 in total at a distorted geometry, from the OMol25 dataset.

Geometry (Å):
C: 8.25250 1.06766 -1.50646
C: 6.88506 1.10234 -2.46857
O: 6.07486 2.22359 -1.95794
C: 6.19773 -0.37698 -2.31566
S: 4.45367 -0.52354 -2.97850
O: 3.62136 -1.25563 -1.85620
O: 4.44298 -1.48939 -4.21469
N: 3.71474 0.97853 -3.47321
S: 1.94935 0.73963 -3.50695
O: 1.53650 -0.57373 -4.22424
O: 1.32194 1.94601 -4.30624
S: 1.10668 0.90384 -1.53639
O: 2.24451 1.42220 -0.62251
O: 0.63739 -0.55986 -1.17398
F: -0.28611 1.95592 -1.54379
H: 9.23622 0.91161 -2.11976
H: 8.16737 0.16722 -0.72712
H: 8.24455 2.04677 -0.84376
H: 7.30442 1.31687 -3.56493
H: 6.36140 3.01315 -2.53739
H: 6.92176 -1.14035 -2.87285
H: 6.19450 -0.67708 -1.18086
C: -4.85847 0.94792 4.35028
C: -5.40759 0.54188 2.99272
C: -4.96931 -0.84252 2.49072
C: -3.48959 -1.22462 2.57135
N: -2.51760 -0.68199 1.48778
C: -2.09403 -1.80674 0.52402
C: -3.22219 -1.85128 -0.48379
C: -3.60306 -0.39566 -0.68627
C: -3.04901 0.36815 0.50891
C: -1.27887 -0.14175 2.20083
H: -3.76547 0.96418 4.36220
H: -5.19790 1.95983 4.59730
H: -5.21182 0.27380 5.13467
H: -5.16891 1.32483 2.27197
H: -6.50374 0.54259 3.05481
H: -5.36289 -1.00496 1.48055
H: -5.50032 -1.56828 3.12040
H: -3.42195 -2.31939 2.51897
H: -3.07814 -0.96083 3.54980
H: -1.15689 -1.50374 0.04462
H: -1.93847 -2.74108 1.07479
H: -4.07394 -2.41273 -0.08590
H: -2.92112 -2.33192 -1.42094
H: -4.68820 -0.27982 -0.77134
H: -3.16785 -0.00410 -1.61117
H: -3.74937 1.03477 0.98986
H: -2.19551 0.97543 0.17643
H: -0.84141 -0.95541 2.78763
H: -1.59134 0.68460 2.84529
H: -0.55846 0.21003 1.45547

Properties
Net charge: 0
Total energy in eV: -65407.8598
Orbital gap in hartree: 0.2617
Highest occupied orbital energy in eV: -8.13

***

Record 4
The following is a quantum chemistry calculation of a cluster of 2 separate species, C3H10NO2 in total at a distorted geometry, from the OMol25 dataset.

Geometry (Å):
C: 0.78401 -0.00538 -0.90097
C: 0.63881 -1.00182 0.23147
C: -0.79937 -1.11403 0.73298
O: -1.27680 -0.02079 1.36362
N: 2.19958 0.16818 -1.25683
H: 0.31247 0.91154 -0.57560
H: 0.27192 -0.36889 -1.78063
H: 1.02502 -2.00824 0.02793
H: 1.21713 -0.56887 1.07202
H: -0.92377 -2.04706 1.32090
H: -1.42277 -1.35508 -0.18340
H: 2.79674 0.26468 -0.44226
H: 2.39587 0.94820 -1.87693
H: -2.69241 2.78154 0.99448
H: -1.98147 1.36459 0.88683
O: -2.54496 2.05144 0.38639

Properties
Net charge: -1
ΔE to the lowest compared entry with this formula, charge and spin in kJ/mol: 44.65
Total energy in eV: -8858.3311
Orbital gap in hartree: 0.2635
Highest occupied orbital energy in eV: -2.88

***

Record 5
The following is a quantum chemistry calculation of an isolated molecule of C15H19N3O3S2 at a distorted geometry, from the OMol25 dataset.

Geometry (Å):
C: -4.60804 -0.67780 2.75179
H: -3.85461 -0.13668 3.32086
H: -4.41622 -1.74431 2.85202
H: -5.58329 -0.46181 3.18139
C: -4.58259 -0.25849 1.28305
C: -3.25505 -0.55733 0.66427
N: -3.00362 -0.42313 -0.58446
N: -1.76638 -0.72601 -0.94821
C: -1.01578 -1.09536 0.03268
N: 0.29236 -1.47579 -0.03371
C: 1.24913 -1.15734 -0.96778
O: 2.39886 -1.47947 -0.76226
C: 0.80763 -0.44096 -2.21953
C: 1.91406 0.51666 -2.61055
H: 2.83249 -0.00636 -2.86315
H: 1.62374 1.19760 -3.40432
S: 2.29480 1.54721 -1.13082
O: 1.30106 1.27024 -0.12045
O: 2.42241 2.91171 -1.57152
C: 3.89694 1.00379 -0.53235
C: 4.00723 0.45924 0.72997
C: 5.24776 0.03396 1.17478
C: 6.35619 0.16171 0.35353
C: 6.23426 0.72213 -0.90862
C: 4.99530 1.14787 -1.35700
H: 4.87388 1.60161 -2.32863
H: 7.10253 0.82581 -1.54179
H: 7.32262 -0.17401 0.69940
H: 5.34952 -0.39772 2.15891
H: 3.12185 0.37887 1.33947
H: 0.62801 -1.18028 -3.00399
H: -0.12340 0.09209 -2.03341
H: 0.67979 -1.86290 0.81962
S: -1.85547 -1.11102 1.57964
C: -5.65972 -1.01695 0.49788
H: -5.51067 -2.09084 0.58562
H: -5.61289 -0.74583 -0.55272
H: -6.64424 -0.76969 0.88683
C: -4.82089 1.25321 1.16287
H: -5.79290 1.50840 1.57765
H: -4.05586 1.80555 1.70418
H: -4.79081 1.55240 0.11886

Properties
Net charge: 0
ΔE to the lowest compared entry with this formula, charge and spin in kJ/mol: 113.90
Total energy in eV: -48146.2359
Orbital gap in hartree: 0.3492
SMILES string: CC(C)(C)c1nnc(NC(=O)CCS(=O)(=O)c2ccccc2)s1
Highest occupied orbital energy in eV: -9.10

***

Record 6
The following is a quantum chemistry calculation of an isolated molecule of C22H26N4O4S at a distorted geometry, from the OMol25 dataset.

Geometry (Å):
C: -5.13098 -0.26306 -0.19196
C: -5.24429 1.21401 -0.56177
O: -4.31841 2.02199 0.13395
C: -3.00636 2.03089 -0.24341
C: -2.15258 2.77394 0.57303
C: -0.80558 2.86738 0.30017
C: -0.27352 2.20415 -0.80239
C: -1.12116 1.47266 -1.62472
C: -2.47497 1.38614 -1.35513
H: -3.09882 0.81461 -2.02455
H: -0.71433 0.95077 -2.47923
N: 1.09057 2.21361 -1.12314
C: 2.11118 2.75344 -0.41550
O: 1.99918 3.46681 0.55920
C: 3.47818 2.32281 -0.93102
H: 3.50106 2.08904 -1.99302
H: 4.23148 3.06290 -0.66791
S: 3.94406 0.81399 -0.00669
C: 2.74333 -0.26943 -0.65733
N: 2.31039 -0.29624 -1.89021
N: 1.39079 -1.27047 -1.97391
C: 1.27576 -1.83102 -0.79884
N: 2.13139 -1.23199 0.09236
C: 2.01520 -1.22744 1.52345
H: 1.64933 -2.20305 1.84646
H: 2.98830 -1.02198 1.97401
C: 0.99937 -0.13102 1.91231
C: 0.59048 -0.17702 3.38976
H: 1.13865 0.55044 3.98234
H: 0.76933 -1.17328 3.79849
C: -0.90883 0.11127 3.32653
H: -1.46039 -0.30449 4.16598
C: -1.28237 -0.53590 1.99644
H: -2.16549 -0.09783 1.53013
O: -0.18408 -0.29312 1.13952
H: -1.43371 -1.61985 2.11395
H: -1.08449 1.18538 3.27174
H: 1.42500 0.84747 1.65248
C: 0.40718 -2.93518 -0.47687
C: -0.87961 -3.10225 -0.92480
O: -1.39285 -4.24059 -0.42731
C: -0.44294 -4.82094 0.33040
C: 0.68548 -4.06695 0.34498
H: 1.60720 -4.30140 0.83856
H: -0.68747 -5.75399 0.79720
C: -1.71479 -2.23507 -1.78876
H: -1.30365 -2.20428 -2.79605
H: -2.73079 -2.61992 -1.82177
H: -1.70676 -1.22047 -1.39452
H: 1.33738 1.59488 -1.89072
H: -0.16101 3.44578 0.94040
H: -2.57661 3.27845 1.42717
H: -5.14578 1.35326 -1.64537
H: -6.22162 1.59779 -0.25542
H: -5.28139 -0.38744 0.87773
H: -5.88821 -0.83302 -0.72336
H: -4.14916 -0.65339 -0.44843

Properties
Net charge: 0
ΔE to the lowest compared entry with this formula, charge and spin in kJ/mol: 285.61
Total energy in eV: -48221.5114
Orbital gap in hartree: 0.3084
SMILES string: CCOc1ccc(NC(=O)CSc2nnc(-c3ccoc3C)n2C[C@@H]2CCCO2)cc1
Highest occupied orbital energy in eV: -7.79